A molecular structure, C35H96F8N12O27S8 at a distorted geometry. Source: the Open Molecules 2025 dataset; level of theory: ωB97M-V with the def2-TZVPD basis set.

Calculated values
Energy above the lowest of the compared OMol25 structures with the same formula, charge and spin: 0.00 kcal/mol
LUMO: -5.45 eV
E: -219396.3635 eV
Frontier orbital gap: 8.83 eV

```
! wB97M-V def2-TZVPD RIJCOSX def2/J DEFGRID3
* xyz 4 1
C -6.78 -8.46 -11.92
C -6.46 -9.85 -12.44
C -5.01 -10.31 -11.92
O -5.24 -10.87 -10.66
C -4.07 -10.81 -9.81
N -7.43 -10.73 -11.79
H -7.55 -11.64 -12.25
H -7.09 -10.91 -10.75
H -8.40 -10.32 -11.72
H -7.65 -8.00 -12.46
H -5.90 -7.86 -12.10
H -6.93 -8.44 -10.80
H -6.53 -9.91 -13.51
H -4.36 -9.41 -11.94
H -4.42 -11.01 -12.55
H -3.60 -11.83 -9.88
H -4.44 -10.65 -8.79
H -3.41 -10.03 -10.12
C 0.50 -2.46 -1.60
C 1.51 -1.80 -2.39
C 1.05 -0.93 -3.54
O 0.31 0.15 -3.03
C 0.05 1.23 -3.87
N 2.36 -0.89 -1.49
H 3.20 -0.75 -2.01
H 1.71 -0.15 -1.29
H 2.65 -1.35 -0.64
H 0.98 -3.20 -0.91
H -0.23 -3.01 -2.19
H -0.03 -1.76 -0.89
H 2.26 -2.52 -2.73
H 0.41 -1.46 -4.29
H 2.00 -0.64 -3.96
H -0.71 0.97 -4.64
H 0.90 1.60 -4.43
H -0.34 2.01 -3.22
C 8.57 1.93 1.03
C 7.84 1.21 2.05
O 8.18 0.57 2.94
N 6.29 1.53 2.03
H 5.92 1.28 1.14
H 5.83 0.83 2.74
C 5.83 2.95 2.36
H 9.66 1.68 1.10
H 8.28 3.01 1.09
H 8.19 1.58 0.05
H 4.75 2.95 2.49
H 6.04 3.60 1.56
H 6.31 3.30 3.28
C 6.36 -6.13 -7.08
C 6.40 -7.38 -6.32
O 7.30 -8.14 -6.15
N 5.12 -7.78 -5.73
H 4.95 -7.32 -4.76
H 4.40 -7.49 -6.44
C 4.96 -9.25 -5.68
H 6.86 -5.34 -6.50
H 5.38 -5.83 -7.38
H 6.96 -6.30 -7.97
H 3.90 -9.45 -5.89
H 5.34 -9.50 -4.66
H 5.67 -9.61 -6.45
C -6.06 0.32 8.20
C -5.75 0.19 9.75
O -4.64 0.65 10.22
N -6.55 -0.47 10.67
H -7.44 -0.61 10.26
H -4.24 2.32 9.08
C -6.45 -0.93 12.06
H -5.06 0.39 7.77
H -6.57 1.24 8.02
H -6.72 -0.46 7.85
H -5.55 -1.41 12.46
H -7.23 -1.72 12.13
H -6.69 -0.23 12.91
C -12.20 7.98 5.92
O -12.20 8.05 4.37
C -11.05 8.50 3.68
C -11.35 8.22 2.23
N -12.49 9.08 1.69
H -13.33 8.84 2.23
H -12.32 10.04 2.03
C -12.56 9.25 0.17
C -11.58 10.10 -0.55
O -10.55 9.09 -0.82
C -9.72 9.11 -1.96
H -11.73 8.89 6.31
H -11.54 7.20 5.93
H -13.22 7.72 6.20
H -10.39 7.71 4.10
H -10.91 9.61 3.91
H -11.57 7.19 1.94
H -10.43 8.41 1.71
H -13.58 9.71 0.01
H -12.53 8.22 -0.25
H -11.09 11.00 -0.06
H -11.82 10.44 -1.56
H -8.86 8.42 -2.02
H -9.07 10.02 -1.85
H -10.41 8.80 -2.98
C 2.75 -1.38 8.76
O 1.82 -0.36 9.11
C 2.18 0.95 8.69
C 1.00 1.83 9.20
N 0.84 1.44 10.58
H -0.13 1.70 10.95
H 0.90 0.38 10.63
C 1.88 1.90 11.49
C 1.57 1.31 12.84
O 0.22 1.64 12.96
C -0.46 1.33 14.22
H 3.71 -1.32 9.29
H 2.85 -1.33 7.66
H 2.29 -2.36 8.97
H 2.25 1.06 7.62
H 3.16 1.21 9.11
H 0.14 1.49 8.71
H 1.02 2.91 9.10
H 1.81 3.02 11.55
H 2.83 1.58 11.12
H 2.22 1.66 13.65
H 1.73 0.28 12.82
H -1.42 1.78 14.30
H 0.15 1.67 15.09
H -0.50 0.23 14.28
C 2.95 0.22 -9.09
O 4.25 0.63 -8.71
C 4.23 1.11 -7.34
C 5.60 1.30 -6.79
N 6.46 0.00 -6.99
H 6.02 -0.86 -6.72
H 6.69 0.04 -7.99
C 7.75 0.00 -6.27
C 8.52 1.21 -6.92
O 8.43 0.83 -8.28
C 9.07 1.70 -9.29
H 2.95 -0.20 -10.13
H 2.33 1.15 -9.02
H 2.44 -0.53 -8.44
H 3.66 0.43 -6.63
H 3.75 2.11 -7.24
H 5.62 1.46 -5.74
H 6.11 2.15 -7.35
H 8.37 -0.89 -6.50
H 7.57 -0.03 -5.20
H 9.57 1.32 -6.59
H 8.04 2.21 -6.78
H 8.57 2.69 -9.25
H 8.92 1.17 -10.26
H 10.15 1.77 -9.06
N 5.67 0.96 -0.65
S 5.30 1.61 -2.08
O 4.46 0.76 -2.94
O 6.36 2.22 -2.81
F 4.43 2.77 -1.51
S 6.44 -0.43 -0.71
O 6.58 -0.88 0.68
O 7.52 -0.66 -1.70
F 5.40 -1.50 -1.28
N 4.45 -4.52 -4.91
S 4.74 -2.94 -4.94
O 3.60 -2.12 -4.94
O 5.66 -2.77 -6.00
F 5.53 -2.62 -3.68
S 3.81 -5.19 -3.66
O 3.62 -4.37 -2.49
O 4.44 -6.48 -3.55
F 2.33 -5.46 -4.19
N -3.18 2.75 8.83
S -2.58 2.48 7.26
O -2.32 1.15 7.09
O -1.46 3.38 7.21
F -3.85 2.86 6.48
S -2.43 3.90 9.78
O -2.50 5.26 9.28
O -1.19 3.28 10.14
F -3.37 3.81 11.14
N 3.35 1.31 3.24
S 2.13 0.67 2.41
O 0.87 0.94 3.05
O 2.23 -0.64 1.69
F 2.27 1.67 1.25
S 3.85 0.81 4.69
O 5.28 0.83 4.84
O 3.17 -0.32 5.28
F 3.35 2.11 5.49
*
```

***

11 unconnected molecules or ions with the total composition C36H101N7O11 at a distorted geometry. Source: the Open Molecules 2025 dataset; level of theory: ωB97M-V with the def2-TZVPD basis set.

Calculated values
Energy above the lowest of the compared OMol25 structures with the same formula, charge and spin: 0.00 kcal/mol
LUMO: 0.48 eV
E: -71919.2083 eV
Frontier orbital gap: 8.86 eV

```
! wB97M-V def2-TZVPD RIJCOSX def2/J DEFGRID3
* xyz 0 1
C 9.38 -24.65 -10.04
O 8.74 -25.79 -10.63
C 8.05 -26.60 -9.69
C 7.60 -27.86 -10.30
C 6.42 -27.70 -11.25
N 7.12 -28.78 -9.30
H 9.94 -24.09 -10.78
H 10.06 -25.07 -9.29
H 8.69 -24.01 -9.54
H 8.67 -26.80 -8.79
H 7.12 -26.14 -9.33
H 8.51 -28.27 -10.78
H 6.18 -28.70 -11.67
H 6.78 -27.06 -12.07
H 5.52 -27.30 -10.72
H 6.28 -28.42 -8.84
H 7.77 -29.07 -8.57
C 2.73 -20.32 -9.32
O 3.98 -20.49 -8.74
C 4.88 -21.29 -9.52
C 6.32 -21.01 -9.11
C 7.00 -19.80 -9.81
N 7.13 -22.22 -9.23
H 2.14 -21.26 -9.20
H 2.79 -20.02 -10.36
H 2.24 -19.56 -8.74
H 4.69 -22.38 -9.34
H 4.84 -21.10 -10.60
H 6.17 -20.74 -8.04
H 7.99 -19.57 -9.42
H 6.35 -18.90 -9.78
H 7.10 -20.04 -10.90
H 7.27 -22.39 -10.22
H 8.00 -22.26 -8.72
C 3.48 -22.52 1.21
O 3.26 -23.11 -0.06
C 2.05 -23.89 -0.05
C 1.98 -24.69 -1.31
C 3.22 -25.53 -1.50
N 1.76 -23.87 -2.50
H 3.75 -23.26 1.97
H 2.63 -21.95 1.57
H 4.33 -21.90 1.10
H 2.02 -24.58 0.79
H 1.30 -23.12 0.11
H 1.10 -25.33 -1.14
H 3.39 -25.93 -0.51
H 4.10 -24.95 -1.75
H 3.06 -26.33 -2.20
H 0.88 -23.33 -2.36
H 2.48 -23.24 -2.83
C 6.22 -28.24 -2.87
O 4.98 -28.62 -3.54
C 4.61 -27.72 -4.59
C 3.38 -28.30 -5.34
C 3.58 -29.64 -6.01
N 2.86 -27.35 -6.33
H 6.52 -29.12 -2.28
H 6.04 -27.40 -2.16
H 7.03 -27.89 -3.55
H 4.33 -26.72 -4.19
H 5.47 -27.68 -5.30
H 2.58 -28.48 -4.59
H 4.22 -29.47 -6.88
H 2.61 -30.00 -6.38
H 4.06 -30.32 -5.34
H 2.60 -26.42 -5.93
H 3.51 -27.14 -7.08
C 4.04 -18.40 -5.84
O 4.11 -19.08 -4.58
C 5.08 -20.06 -4.52
C 5.20 -20.67 -3.16
C 6.28 -21.79 -3.10
N 3.93 -21.32 -2.72
H 3.74 -19.18 -6.56
H 5.05 -18.05 -6.10
H 3.32 -17.59 -5.77
H 4.92 -20.84 -5.27
H 6.07 -19.68 -4.80
H 5.56 -19.86 -2.49
H 5.98 -22.58 -3.79
H 6.23 -22.16 -2.07
H 7.29 -21.36 -3.27
H 3.15 -20.68 -2.68
H 4.05 -21.84 -1.87
C 9.29 -19.56 -4.88
O 10.30 -20.48 -5.31
C 10.02 -21.85 -5.07
C 9.15 -22.47 -6.16
C 9.01 -24.00 -5.88
N 9.72 -22.25 -7.51
H 9.08 -19.74 -3.82
H 8.45 -19.58 -5.55
H 9.80 -18.62 -5.01
H 10.98 -22.37 -5.02
H 9.51 -22.03 -4.12
H 8.15 -22.04 -6.12
H 9.96 -24.51 -5.83
H 8.48 -24.46 -6.69
H 8.46 -24.18 -4.98
H 10.09 -21.31 -7.51
H 10.48 -22.90 -7.66
C 1.87 -21.61 -5.89
O 0.56 -21.06 -5.86
C -0.43 -21.99 -5.43
C -1.68 -21.19 -5.17
C -2.87 -22.11 -5.09
N -1.97 -20.26 -6.25
H 1.88 -22.46 -6.56
H 2.15 -21.97 -4.90
H 2.61 -20.87 -6.17
H -0.55 -22.77 -6.20
H -0.12 -22.50 -4.53
H -1.58 -20.75 -4.18
H -3.13 -22.56 -6.03
H -3.71 -21.48 -4.78
H -2.74 -22.88 -4.34
H -1.34 -19.47 -6.37
H -2.88 -19.80 -6.08
C 2.27 -27.15 -9.60
C 3.25 -26.02 -9.49
O 4.41 -26.47 -8.72
H 2.73 -27.90 -10.23
H 1.36 -26.79 -10.12
H 2.10 -27.53 -8.61
H 2.81 -25.26 -8.87
H 3.57 -25.67 -10.44
H 4.88 -25.64 -8.54
C 5.86 -24.24 -12.09
C 4.58 -24.22 -12.88
O 4.80 -23.48 -14.09
H 6.72 -24.61 -12.69
H 5.80 -24.88 -11.21
H 6.10 -23.26 -11.75
H 3.78 -23.83 -12.25
H 4.32 -25.24 -13.14
H 3.92 -23.32 -14.39
C -0.46 -26.33 -6.57
C -0.01 -25.89 -5.19
O 1.15 -24.96 -5.23
H 0.27 -26.99 -7.02
H -0.64 -25.43 -7.22
H -1.39 -26.90 -6.44
H 0.24 -26.78 -4.56
H -0.84 -25.42 -4.65
H 1.40 -24.89 -4.28
C 4.33 -24.20 -5.86
C 5.16 -23.40 -6.82
O 5.60 -24.19 -7.90
H 4.90 -25.04 -5.46
H 3.43 -24.55 -6.35
H 4.02 -23.61 -5.02
H 6.04 -23.09 -6.26
H 4.62 -22.47 -7.11
H 6.21 -23.59 -8.45
*
```